# 1
DFT (ωB97M-V/def2-TZVPD) results for C18H32N6O4 in the gas phase.

Positions of all 60 atoms, in Å:
1 C -0.805 -3.635 0.930
2 H -0.827 -4.719 0.864
3 C -0.005 -3.061 -0.238
4 N 0.032 -1.615 -0.217
5 C 0.783 -0.953 0.724
6 O 1.707 -1.418 1.347
7 N 0.315 0.339 0.820
8 C 0.664 1.150 1.959
9 N -0.434 1.188 2.908
10 C -0.611 -0.049 3.660
11 C 0.402 -0.192 4.801
12 O 0.366 0.928 5.662
13 C 0.619 2.122 4.954
14 C -0.403 2.316 3.827
15 H -0.187 3.230 3.272
16 H -1.402 2.397 4.268
17 H 0.546 2.929 5.685
18 H 1.638 2.104 4.537
19 H 0.161 -1.057 5.421
20 H 1.414 -0.321 4.390
21 H -0.523 -0.897 2.980
22 H -1.623 -0.031 4.076
23 H 0.865 2.174 1.629
24 H 1.593 0.710 2.351
25 C -0.941 0.501 0.116
26 N -0.951 1.554 -0.853
27 C -0.865 1.084 -2.133
28 O -0.896 1.758 -3.136
29 N -0.766 -0.288 -2.083
30 C -0.934 -1.077 -3.311
31 N 0.220 -1.349 -4.096
32 C 0.861 -0.228 -4.767
33 C 1.994 0.389 -3.939
34 O 2.937 -0.583 -3.538
35 C 2.312 -1.594 -2.778
36 C 1.215 -2.281 -3.601
37 H 0.730 -3.062 -3.017
38 H 1.684 -2.740 -4.480
39 H 3.097 -2.304 -2.510
40 H 1.886 -1.163 -1.861
41 H 2.544 1.119 -4.535
42 H 1.579 0.891 -3.053
43 H 0.116 0.536 -4.982
44 H 1.277 -0.611 -5.705
45 H -1.627 -0.515 -3.949
46 H -1.392 -2.028 -3.022
47 C -1.013 -0.785 -0.746
48 H -1.982 -1.308 -0.705
49 C -1.032 2.964 -0.554
50 C -2.223 3.308 0.332
51 H -2.292 4.387 0.441
52 H -3.145 2.946 -0.115
53 H -2.109 2.868 1.320
54 H -1.124 3.457 -1.527
55 H -0.103 3.302 -0.083
56 H -1.760 0.622 0.839
57 H 1.029 -3.408 -0.181
58 H -0.439 -3.379 -1.187
59 H -0.338 -3.353 1.870
60 H -1.829 -3.265 0.920

Summary:
- SMILES string: CCN1C(=O)N(CN2CCOCC2)[C@@H]2[C@H]1N(CN1CCOCC1)C(=O)N2CC
- Lowest unoccupied orbital energy: 0.0210 hartree
- E: -1334.6226 a.u.
- Highest occupied orbital energy: -8.1538 eV
- Gap between HOMO and LUMO: 8.7 eV
- Spin multiplicity: 1
- Energy above the lowest of the compared OMol25 structures with the same formula, charge and spin: 0.0 kJ/mol


# 2
DFT (ωB97M-V/def2-TZVPD) results for C18H32NPSiV as an isolated structure in a non-equilibrium geometry.

Positions of all 54 atoms, in Å:
1 C -2.809 0.208 -4.359
2 C -2.612 -1.020 -3.714
3 C -1.909 -1.087 -2.494
4 C -1.389 0.084 -1.893
5 C -1.566 1.314 -2.584
6 C -2.275 1.377 -3.798
7 C -1.691 -2.417 -1.805
8 C -0.228 -2.888 -1.628
9 N 0.818 -1.834 -1.377
10 V 0.000 0.000 -0.260
11 C -0.869 2.535 -2.012
12 P 0.790 1.909 -1.440
13 H -3.008 -1.941 -4.162
14 H -2.398 2.337 -4.314
15 H -3.362 0.253 -5.304
16 H -1.385 2.909 -1.107
17 H -0.782 3.368 -2.732
18 H -2.146 -2.359 -0.805
19 H -2.217 -3.221 -2.350
20 H -0.195 -3.583 -0.774
21 C 1.519 3.254 -0.412
22 C 1.791 1.999 -2.995
23 H 0.100 -3.459 -2.519
24 C 1.375 -1.398 -2.681
25 C 1.912 -2.429 -0.568
26 H -0.672 1.142 0.573
27 H 1.866 -2.251 -3.193
28 H 0.561 -1.012 -3.311
29 H 2.116 -0.607 -2.504
30 H 2.444 -3.174 -1.175
31 H 2.619 -1.644 -0.229
32 H 1.473 -2.936 0.304
33 H 1.808 3.035 -3.379
34 H 2.826 1.666 -2.809
35 H 1.331 1.343 -3.752
36 H 1.670 4.177 -0.998
37 H 0.840 3.453 0.432
38 H 2.485 2.913 -0.004
39 H 1.168 -0.018 0.903
40 C -1.524 0.880 5.535
41 Si 0.000 0.000 4.914
42 C 1.524 0.880 5.535
43 C 0.000 -1.760 5.535
44 C 0.000 0.000 3.044
45 C 0.000 0.000 1.740
46 H -1.524 0.880 6.645
47 H -2.430 0.357 5.165
48 H -1.524 1.926 5.165
49 H 1.524 0.880 6.644
50 H 2.430 0.357 5.165
51 H 1.524 1.926 5.165
52 H -0.906 -2.283 5.165
53 H 0.906 -2.283 5.165
54 H 0.000 -1.760 6.644

Summary:
- ⟨S²⟩: 0.950
- Lowest unoccupied orbital energy (alpha / beta): -0.3240 / -0.3528 hartree
- E: -2333.8724 a.u.
- Highest occupied orbital energy (alpha / beta): -14.9887 / -14.9726 eV
- Net charge: +2
- Gap between HOMO and LUMO (alpha / beta): 6.2 / 5.4 eV
- Spin multiplicity: 2


# 3
DFT (ωB97M-V/def2-TZVPD) results for a 7-piece molecular cluster, C18H32O24S5 overall in a non-equilibrium geometry.

Positions of all 79 atoms, in Å:
1 C 3.346 -0.124 3.523
2 C 3.791 -1.388 2.806
3 O 3.034 -2.440 3.392
4 S 2.414 -2.005 4.815
5 O 3.004 -2.785 5.830
6 O 1.013 -1.875 4.685
7 O 3.100 -0.561 4.862
8 H 2.393 0.193 3.087
9 H 4.072 0.679 3.504
10 H 4.862 -1.598 2.868
11 H 3.598 -1.319 1.733
12 C -1.282 0.292 -3.150
13 C -1.908 0.036 -4.543
14 O -3.089 0.864 -4.553
15 S -3.237 1.763 -3.252
16 O -4.073 1.109 -2.324
17 O -3.483 3.098 -3.622
18 O -1.730 1.608 -2.804
19 H -0.210 0.283 -3.022
20 H -1.805 -0.438 -2.525
21 H -2.233 -0.978 -4.739
22 H -1.272 0.423 -5.341
23 C -2.114 5.157 0.446
24 C -0.990 4.941 1.452
25 O -1.732 4.222 2.455
26 S -3.246 4.749 2.627
27 O -3.545 5.638 3.674
28 O -4.046 3.606 2.393
29 O -3.180 5.635 1.264
30 H -2.437 4.222 -0.026
31 H -1.897 5.814 -0.394
32 H -0.697 5.932 1.795
33 H -0.286 4.193 1.116
34 C 3.049 5.431 0.228
35 C 4.077 4.824 -0.704
36 O 3.297 3.900 -1.459
37 S 2.233 3.174 -0.526
38 O 2.835 2.016 0.028
39 O 0.953 3.029 -1.106
40 O 2.203 4.355 0.606
41 H 2.465 6.217 -0.254
42 H 3.558 5.857 1.092
43 H 4.922 4.349 -0.211
44 H 4.405 5.599 -1.394
45 C 0.422 -4.638 1.309
46 C -0.947 -5.084 0.841
47 O -1.820 -4.369 1.725
48 S -1.160 -4.085 3.169
49 O -1.762 -5.010 4.043
50 O -1.241 -2.693 3.385
51 O 0.315 -4.521 2.718
52 H 0.697 -3.699 0.818
53 H 1.221 -5.340 1.075
54 H -1.143 -6.157 0.872
55 H -1.241 -4.678 -0.126
56 O -0.753 -3.011 -1.927
57 C -0.380 -3.358 -3.008
58 O -0.202 -2.453 -3.998
59 C 0.364 -3.060 -5.175
60 C 0.120 -4.559 -5.002
61 C -0.008 -4.747 -3.499
62 H 1.423 -2.789 -5.162
63 H -0.051 -2.678 -6.104
64 H 0.907 -5.168 -5.450
65 H -0.759 -4.870 -5.571
66 H 0.992 -4.938 -3.100
67 H -0.725 -5.483 -3.156
68 O -3.514 -0.888 0.532
69 C -2.511 -0.354 0.887
70 O -2.491 0.553 1.893
71 C -1.204 0.764 2.479
72 C -0.249 -0.059 1.597
73 C -1.074 -0.601 0.419
74 H -1.247 0.423 3.511
75 H -0.997 1.831 2.434
76 H 0.147 -0.889 2.182
77 H 0.561 0.569 1.222
78 H -0.914 -1.666 0.301
79 H -0.905 0.009 -0.464

Summary:
- SMILES string: O=S1(=O)OCCO1.O=S1(=O)OCCO1.O=S1(=O)OCCO1.O=S1(=O)OCCO1.O=S1(=O)OCCO1.O=C1CCCO1.O=C1CCCO1
- Lowest unoccupied orbital energy: -0.0082 hartree
- E: -4501.6417 a.u.
- Highest occupied orbital energy: -9.3384 eV
- Gap between HOMO and LUMO: 9.1 eV
- Spin multiplicity: 1
- Energy above the lowest of the compared OMol25 structures with the same formula, charge and spin: 0.0 kJ/mol


# 4
DFT (ωB97M-V/def2-TZVPD) results for C18H33B3F12N6Zn as an isolated structure in a non-equilibrium geometry.

Positions of all 73 atoms, in Å:
1 Zn -15.486 11.169 11.897
2 C -18.128 4.105 4.223
3 C -18.337 4.777 2.895
4 N -18.517 6.208 3.058
5 C -18.239 7.203 2.072
6 C -18.389 8.436 2.619
7 N -18.707 8.260 3.946
8 C -18.860 6.930 4.169
9 C -18.955 9.380 4.883
10 H -17.983 3.036 4.066
11 H -19.049 4.389 4.733
12 H -17.252 4.559 4.685
13 H -19.168 4.352 2.333
14 H -17.502 4.622 2.212
15 H -17.932 6.870 1.092
16 H -18.364 9.400 2.133
17 H -19.095 6.442 5.104
18 H -18.028 9.951 4.829
19 H -19.251 9.035 5.874
20 H -19.773 9.920 4.405
21 C -12.848 2.468 10.383
22 C -13.117 1.364 11.392
23 N -13.646 1.890 12.685
24 C -14.397 1.184 13.612
25 C -14.764 1.974 14.683
26 N -14.186 3.189 14.437
27 C -13.456 3.097 13.252
28 C -14.239 4.366 15.239
29 H -13.789 2.962 10.142
30 H -12.538 2.020 9.438
31 H -12.064 3.133 10.746
32 H -12.198 0.806 11.575
33 H -13.850 0.630 11.059
34 H -14.545 0.138 13.389
35 H -15.432 1.815 15.517
36 H -12.761 3.858 12.929
37 H -13.293 4.906 15.257
38 H -14.501 4.065 16.254
39 H -14.985 4.997 14.755
40 C -20.480 1.804 11.274
41 C -21.213 0.606 10.655
42 N -21.571 -0.438 11.565
43 C -21.019 -0.707 12.803
44 C -21.627 -1.803 13.322
45 N -22.634 -2.255 12.430
46 C -22.526 -1.388 11.369
47 C -23.685 -3.337 12.598
48 H -19.435 1.579 11.485
49 H -21.011 2.184 12.146
50 H -20.554 2.645 10.584
51 H -20.481 0.197 9.959
52 H -22.090 0.920 10.090
53 H -20.152 -0.211 13.213
54 H -21.469 -2.316 14.260
55 H -23.182 -1.359 10.512
56 H -23.739 -3.731 13.613
57 H -23.383 -4.089 11.869
58 H -24.602 -2.856 12.258
59 B -11.591 10.881 13.196
60 F -12.169 11.750 12.328
61 F -11.060 11.740 14.115
62 F -12.648 10.224 13.728
63 F -10.726 10.069 12.504
64 B -19.540 10.416 12.684
65 F -20.206 9.183 12.634
66 F -18.895 10.777 11.479
67 F -20.374 11.438 13.140
68 F -18.486 10.283 13.533
69 B -14.988 8.047 9.183
70 F -15.110 9.356 8.735
71 F -13.768 7.600 8.953
72 F -15.262 8.008 10.576
73 F -15.891 7.232 8.587

Summary:
- Lowest unoccupied orbital energy: -0.3715 hartree
- E: -4086.2917 a.u.
- Highest occupied orbital energy: -13.8465 eV
- Net charge: +2
- Gap between HOMO and LUMO: 3.7 eV
- Spin multiplicity: 1


Molar mass values (in g/mol) by entry order: 396.5; 372.5; 792.8; 659.3.